(1)
Formula: C9H12NO2
Source: OMol25
Level of theory: ωB97M-V/def2-TZVPD

```
24
Properties=species:S:1:pos:R:3:forces:R:3
C -2.531 1.506 -0.152 -1.0 3.9 0.4
C -3.316 0.418 0.219 2.9 -2.8 -0.8
C -1.130 1.372 -0.315 2.9 1.3 -1.4
C -2.635 -0.759 0.183 -3.9 1.8 0.8
C -0.418 0.185 -0.278 -0.3 2.9 0.0
C -1.260 -0.917 -0.005 1.3 -3.5 -0.2
C 1.046 0.209 -0.656 -1.1 -0.3 -0.7
C -0.768 -2.249 0.127 -2.0 -0.6 0.0
C 3.270 0.693 0.397 3.4 -1.5 -1.4
N 1.898 0.245 0.636 0.0 2.9 -2.7
O 1.475 -0.814 -1.542 -0.4 0.9 2.0
O 0.402 -2.511 0.327 3.6 0.4 0.2
H -3.024 2.531 -0.188 1.0 -1.4 -0.2
H -4.327 0.348 0.379 -2.2 0.6 0.4
H -0.533 2.325 -0.629 -1.3 -1.7 0.7
H -3.284 -1.556 0.417 0.0 -1.5 0.1
H 1.126 1.247 -1.013 0.8 -0.7 -0.7
H -1.383 -3.165 0.135 -0.9 0.8 -0.1
H 3.403 1.637 -0.298 -0.9 -1.7 1.8
H 3.902 0.757 1.382 -1.4 -0.1 -2.0
H 3.637 -0.179 -0.265 0.2 1.5 1.2
H 1.486 0.954 1.162 -1.4 1.2 1.5
H 1.263 -1.670 -1.056 0.2 0.9 -0.6
H 1.700 -0.605 1.032 0.3 -3.1 1.8
```
Forces are in eV/Å.

Results
- Highest occupied orbital energy (alpha / beta): -10.00 / -13.72 eV
- Energy: -554.94918 Eh
- Energy above the lowest of the compared OMol25 structures with the same formula, charge and spin: 0.000 eV
- Total charge: +1
- Spin multiplicity: 3
- F_max: 0.0855 hartree/bohr
- E_LUMO (alpha / beta): -3.06 / -7.49 eV
- HOMO-LUMO gap (alpha / beta): 6.94 / 6.23 eV

---

(2)
Formula: C4H6N2O2
Source: OMol25
Level of theory: ωB97M-V/def2-TZVPD

```
14
Properties=species:S:1:pos:R:3:forces:R:3
N 2.175 0.929 -0.435 0.5 1.6 -2.9
C 0.978 0.525 -0.006 -2.0 0.3 1.5
O 0.388 1.204 1.071 -0.3 -0.7 -0.8
C -0.889 0.675 1.249 1.2 0.5 -0.2
C -1.133 -0.251 0.317 1.5 -0.7 -1.2
O -2.197 -1.064 0.118 0.0 -0.6 -1.0
C 0.108 -0.369 -0.509 -1.5 0.3 2.4
N 0.227 -1.388 -1.426 1.8 0.2 -3.6
H 3.002 0.810 0.038 1.8 -0.6 1.7
H 2.230 1.790 -0.987 -0.3 -0.5 0.3
H -1.375 1.062 2.105 -0.6 0.1 0.4
H -2.014 -1.567 -0.724 -0.2 0.8 1.1
H 0.989 -1.193 -2.180 -1.9 -0.3 1.8
H 0.454 -2.286 -1.046 0.1 -0.4 0.5
```
Forces are in eV/Å.

Results
- Highest occupied orbital energy: -8.19 eV
- Energy: -415.96909 Eh
- Energy above the lowest of the compared OMol25 structures with the same formula, charge and spin: 1.947 eV
- SMILES string: Nc1occ(O)c1N
- F_max: 0.0795 hartree/bohr
- E_LUMO: 0.77 eV
- HOMO-LUMO gap: 8.96 eV

---

(3)
Formula: C6H13NO
Source: OMol25
Level of theory: ωB97M-V/def2-TZVPD

```
21
Properties=species:S:1:pos:R:3:forces:R:3
C -1.938 1.598 -1.100 -0.3 -1.7 1.6
C -1.821 0.274 -1.065 -1.2 3.0 5.7
C -1.896 -0.656 0.120 -3.6 -1.6 -0.2
N -0.841 -1.633 0.060 -0.4 1.3 -2.0
C 0.401 -1.043 -0.058 0.8 -2.7 4.4
C 1.353 -1.234 0.904 2.3 2.6 -3.2
C 2.699 -0.455 0.405 -1.8 -2.2 3.3
H -2.156 2.218 -0.257 -0.2 0.1 0.6
H -1.831 2.067 -2.000 0.3 1.3 -2.3
H -1.516 -0.234 -1.819 1.6 -3.0 -5.6
H -1.998 -0.176 1.096 0.2 0.4 0.0
H -2.935 -1.273 -0.006 2.1 1.4 0.2
H -0.848 -2.369 0.694 -0.4 -1.1 1.4
H 0.565 -0.561 -0.965 0.6 1.2 -1.2
H 1.482 -1.754 1.868 -1.0 0.1 -0.8
H 3.238 -0.212 1.337 -0.1 0.8 -0.7
H 3.304 -1.145 -0.096 1.1 -1.0 -1.0
H 2.372 0.302 -0.251 0.3 1.2 -0.4
O 0.926 2.349 0.551 -3.4 6.2 -3.0
H 0.214 2.387 -0.193 2.2 -1.0 2.2
H 1.225 1.551 0.775 1.2 -5.2 0.8
```
Forces are in eV/Å.

Results
- Highest occupied orbital energy: -8.34 eV
- Energy: -366.27640 Eh
- Energy above the lowest of the compared OMol25 structures with the same formula, charge and spin: 4.286 eV
- SMILES string: C=CCN/C=C/C.O
- F_max: 0.1498 hartree/bohr
- E_LUMO: 1.03 eV
- HOMO-LUMO gap: 9.37 eV

---

(4)
Formula: C40H30AsF22O7S
Source: OMol25
Level of theory: ωB97M-V/def2-TZVPD

```
101
Properties=species:S:1:pos:R:3:forces:R:3
As -2.547 0.097 0.739 0.8 0.2 1.2
F -1.590 -0.178 2.159 0.0 -0.2 0.3
F -1.147 -0.317 -0.177 0.3 0.1 -0.6
F -3.414 0.479 -0.701 -0.4 -0.2 -0.4
F -3.908 0.422 1.736 -0.5 0.2 0.0
F -2.099 1.773 0.837 0.2 0.4 -0.2
F -3.015 -1.569 0.707 -0.3 -0.4 -0.3
C -5.104 -3.611 -1.261 0.4 0.3 0.5
C -4.841 -2.857 -2.568 -0.5 -0.5 -0.4
C -3.499 -2.154 -2.566 0.8 0.8 -0.2
F -2.548 -3.080 -2.298 0.1 -0.2 0.0
F -3.218 -1.598 -3.777 -0.3 -0.4 -0.2
F -4.905 -3.727 -3.610 0.2 0.1 0.0
F -5.825 -1.944 -2.784 0.1 0.2 0.3
O -4.587 -4.936 -1.351 -0.1 0.2 0.0
C -5.479 -5.940 -1.322 0.3 0.4 -0.6
C -4.694 -7.199 -1.706 0.1 -0.3 0.4
F -5.540 -8.241 -1.881 -0.1 0.0 0.0
F -4.020 -7.000 -2.851 -0.1 0.0 -0.2
F -6.016 -6.070 -0.089 -0.2 -0.3 0.3
F -6.517 -5.726 -2.163 -0.1 -0.2 0.0
H -6.164 -3.572 -1.018 0.0 -0.1 -0.1
H -4.542 -3.141 -0.452 -0.1 0.2 0.0
H -3.412 -1.335 -1.855 -0.3 -0.2 0.3
H -3.979 -7.445 -0.918 0.0 0.0 0.0
C 1.585 -3.368 4.566 -0.5 -0.5 -0.3
C 0.416 -2.818 3.763 0.3 0.4 -0.4
C -0.018 -3.762 2.634 -0.7 -0.1 0.4
F 0.990 -3.962 1.767 0.0 0.0 -0.1
F -0.377 -4.981 3.150 0.2 0.2 0.0
F -0.686 -2.560 4.495 0.0 -0.1 0.2
F 0.768 -1.663 3.134 0.0 0.0 0.3
O 2.137 -2.535 5.569 0.0 0.1 -0.3
C 1.576 -2.482 6.796 0.2 0.2 0.0
C 2.611 -1.804 7.693 0.4 -0.1 0.2
F 2.831 -0.546 7.273 0.0 0.1 0.0
F 2.187 -1.759 8.975 -0.3 0.0 0.0
F 0.411 -1.821 6.786 -0.1 -0.1 0.3
F 1.357 -3.719 7.307 -0.3 -0.2 0.0
H 2.386 -3.514 3.845 0.1 -0.1 0.1
H 1.246 -4.332 4.953 0.3 0.1 0.2
H -0.906 -3.313 2.175 0.2 -0.1 -0.4
H 3.539 -2.380 7.664 0.0 0.1 -0.1
C -2.903 3.211 3.778 -0.6 0.2 -0.1
S -4.704 3.152 3.565 -0.3 0.0 -0.1
O -5.352 4.100 4.519 0.3 0.1 0.1
C -4.718 3.955 1.959 0.2 -0.4 -0.2
H -2.496 2.346 3.260 0.1 0.0 0.1
H -2.756 3.185 4.855 0.2 -0.2 0.0
H -2.520 4.138 3.355 0.1 0.0 0.1
H -4.117 3.318 1.304 0.0 0.1 -0.1
H -4.288 4.954 2.032 0.0 0.0 0.1
H -5.739 3.999 1.589 -0.1 0.0 0.1
C -2.447 3.577 -3.045 -0.2 0.4 -0.1
C -1.651 3.980 -1.979 0.1 -0.5 -0.4
C -0.886 5.130 -2.085 0.5 -0.3 0.2
C -0.881 5.881 -3.253 -0.4 -0.4 0.3
C -1.698 5.473 -4.318 0.0 0.7 -0.1
C -2.468 4.329 -4.214 -0.2 -0.5 0.2
C -1.811 6.321 -5.541 0.3 -0.7 -0.3
O -2.634 6.087 -6.401 -0.1 0.2 0.1
C -0.799 7.399 -5.716 -0.2 0.7 0.7
C -0.841 8.203 -6.845 0.0 -0.5 -0.8
C 0.086 9.206 -7.068 0.0 0.0 0.7
C 1.025 9.474 -6.069 -0.1 -0.2 -0.6
C 0.988 8.765 -4.882 0.2 0.5 0.3
C 0.083 7.734 -4.681 -0.1 0.0 -0.2
C 0.007 7.062 -3.342 0.0 0.1 -0.7
O 0.658 7.473 -2.411 0.1 0.0 0.3
H -3.084 2.709 -2.938 0.2 -0.1 -0.1
H -1.548 3.286 -1.155 -0.1 0.3 0.4
H -0.199 5.386 -1.288 -0.1 0.2 0.0
H -3.059 3.990 -5.054 -0.1 0.2 0.0
H -1.574 7.953 -7.605 0.0 0.1 0.1
H 0.033 9.807 -7.964 0.1 -0.1 -0.1
H 1.792 10.215 -6.258 -0.1 0.1 0.2
H 1.614 9.093 -4.060 0.1 -0.3 0.0
C 3.007 -0.575 1.793 -0.3 -0.1 -0.2
C 2.447 -1.135 0.645 0.0 0.7 -0.1
C 3.230 -1.881 -0.211 -0.4 -0.6 0.2
C 4.522 -2.212 0.168 0.3 0.2 0.0
C 5.062 -1.718 1.359 0.1 -0.1 -0.1
C 4.297 -0.897 2.172 0.0 0.3 0.1
C 6.493 -1.970 1.716 -0.9 0.1 -0.4
O 7.043 -1.319 2.573 0.4 -0.1 0.2
C 7.166 -3.051 0.955 1.1 -0.2 0.3
C 8.404 -3.506 1.419 -0.1 0.0 -0.1
C 9.023 -4.578 0.794 0.0 0.7 -0.3
C 8.447 -5.115 -0.348 -0.2 -0.6 -0.8
C 7.274 -4.613 -0.895 0.1 0.7 0.7
C 6.642 -3.574 -0.217 -0.8 -0.1 0.0
C 5.345 -3.033 -0.746 0.5 0.0 -0.2
O 5.020 -3.248 -1.894 -0.2 -0.1 -0.1
H 2.379 0.127 2.326 0.2 -0.1 0.4
H 1.417 -0.884 0.420 0.0 -0.1 -0.2
H 2.833 -2.306 -1.123 0.0 0.1 -0.1
H 4.752 -0.516 3.077 -0.1 0.1 0.0
H 8.863 -2.946 2.225 0.0 -0.3 0.2
H 10.020 -4.897 1.065 -0.1 -0.1 0.3
H 8.937 -5.934 -0.866 0.1 0.1 0.1
H 6.822 -4.924 -1.826 0.2 -0.3 0.0
```
Forces are in eV/Å.

Results
- Highest occupied orbital energy: -6.47 eV
- Energy: -6900.26398 Eh
- Energy above the lowest of the compared OMol25 structures with the same formula, charge and spin: 0.000 eV
- Total charge: -1
- F_max: 0.0272 hartree/bohr
- E_LUMO: 0.56 eV
- HOMO-LUMO gap: 7.03 eV